C44H73N9O33 | ωB97M-V/def2-TZVPD

Last column: Löwdin charge in e.
Cartesian coordinates (Å):
O (17.3241, 22.2067, 17.0295)  0.09
O (16.5920, 22.6198, 19.1373)  0.05
O (15.4172, 21.2337, 17.8463)  -0.08
C (10.0359, 18.6654, 17.5761)  -0.61
H (14.0740, 14.6699, 14.4343)  0.09
O (21.5111, 17.4277, 22.0208)  -0.03
H (17.4552, 13.8090, 16.4586)  0.09
C (13.7896, 19.0784, 19.5984)  0.05
H (16.0064, 10.3029, 19.8163)  0.10
H (11.5069, 10.8693, 23.3506)  0.10
C (9.3089, 15.1199, 16.0392)  -0.04
C (9.1118, 19.4620, 20.3890)  -0.04
C (13.6628, 10.7329, 11.4508)  -0.17
O (9.7752, 12.8589, 20.1569)  0.04
H (18.3373, 15.7936, 12.2511)  0.10
H (9.1136, 16.0344, 16.4832)  0.08
H (14.8196, 14.6657, 21.0813)  0.11
H (8.6644, 11.7566, 16.3084)  0.12
H (16.8176, 23.0323, 21.7180)  0.07
O (12.6240, 19.6805, 21.5701)  0.06
N (14.2963, 11.3675, 10.2778)  -0.35
O (14.8174, 16.1068, 18.4440)  0.04
C (10.8158, 19.1754, 15.4761)  -0.05
N (10.7912, 13.8838, 12.8982)  -0.36
H (16.1741, 20.2154, 16.1472)  0.08
H (13.0256, 15.9942, 14.9755)  0.07
H (13.4626, 19.9623, 19.0260)  0.10
O (19.6178, 18.1237, 21.4031)  0.04
H (20.9092, 13.4768, 18.5580)  0.08
H (15.3711, 21.3523, 20.3641)  0.09
C (15.4982, 22.4130, 20.1071)  -0.19
H (14.0970, 10.6733, 14.7386)  0.09
H (13.8162, 18.2098, 19.0011)  0.06
C (9.4935, 12.7175, 14.6890)  -0.02
C (8.8744, 13.9800, 16.6346)  -0.05
H (9.9618, 20.0688, 20.1279)  0.05
C (10.0085, 15.1069, 14.8143)  0.03
C (11.1596, 14.7219, 20.3632)  0.07
H (12.5506, 10.7222, 22.0507)  0.09
H (15.8751, 24.3652, 21.1154)  0.09
O (21.2046, 16.3561, 17.3937)  0.09
C (15.8453, 23.2634, 21.2920)  -0.07
H (18.3130, 15.0924, 15.5641)  0.08
C (17.6791, 19.4414, 22.1592)  -0.04
O (11.4215, 14.8338, 12.5567)  0.08
H (14.5214, 22.7343, 19.6482)  0.15
C (21.5850, 14.2764, 18.3102)  0.07
C (14.4847, 15.9778, 12.2314)  -0.01
H (9.1958, 19.3204, 21.4506)  0.07
H (11.6309, 14.6193, 19.3794)  0.11
O (17.0891, 12.5160, 14.0908)  0.03
H (8.5009, 13.9494, 17.6640)  0.10
O (12.6696, 12.4191, 23.2310)  0.00
H (23.5311, 17.4288, 22.0925)  0.08
O (20.6967, 19.3766, 22.9022)  0.16
O (10.9558, 19.2161, 18.0482)  0.14
H (16.5096, 16.3158, 17.2517)  0.11
H (16.5769, 14.5255, 15.1062)  0.07
H (18.0934, 15.9861, 19.0490)  0.08
C (13.5950, 15.1378, 15.3114)  -0.03
H (22.8759, 16.7581, 23.4527)  0.09
H (11.0237, 20.2053, 15.7493)  0.10
N (17.9724, 13.2429, 14.4917)  -0.46
C (17.2797, 15.8643, 12.4005)  -0.06
H (15.1728, 11.6504, 12.7212)  0.10
O (19.5923, 15.0171, 17.3726)  0.04
H (12.2926, 9.6826, 10.1807)  0.13
H (8.1379, 19.8559, 20.0738)  0.09
H (17.1952, 14.1240, 11.2125)  0.11
C (16.5992, 16.8837, 13.0772)  0.02
O (17.8858, 18.4140, 15.9915)  0.05
H (16.7435, 10.9220, 21.2394)  0.07
C (16.0487, 14.7797, 22.8312)  -0.05
H (12.8587, 14.3945, 15.6745)  0.11
H (17.1366, 17.7531, 13.5445)  0.12
O (13.6655, 14.2572, 22.7655)  0.04
O (15.4333, 11.7458, 10.4679)  0.05
C (17.0871, 16.3005, 19.4040)  -0.02
H (17.2778, 18.4753, 22.5246)  0.08
H (16.9924, 15.6616, 20.2713)  0.04
C (13.6874, 10.4721, 13.7745)  -0.04
O (14.5650, 15.4689, 16.3306)  -0.02
H (19.1987, 21.0208, 16.3979)  0.09
C (16.5323, 22.0441, 17.9558)  -0.55
H (22.3270, 13.9334, 17.5804)  0.11
C (16.8617, 10.8207, 20.2019)  0.06
C (22.7302, 17.6166, 22.7861)  -0.04
O (13.6452, 11.5239, 9.2559)  0.08
C (15.2397, 20.6798, 16.5387)  -0.03
H (10.4713, 15.9461, 14.3453)  0.11
O (19.0701, 13.1623, 14.1292)  0.10
H (16.8846, 20.1720, 21.8846)  0.07
O (18.0151, 19.2677, 17.9529)  0.04
C (16.2500, 15.8423, 18.2093)  -0.15
C (10.0524, 13.8811, 14.1686)  -0.15
H (19.3843, 20.0388, 20.9652)  0.13
H (16.8513, 15.2530, 22.2849)  0.05
C (15.2089, 14.9294, 11.6102)  -0.04
H (16.2750, 14.7595, 18.0477)  0.09
C (9.2493, 18.0823, 19.6649)  -0.19
H (22.7685, 18.6104, 23.2809)  0.10
N (18.4156, 19.1498, 16.8125)  -0.41
N (17.0127, 12.1781, 19.5776)  -0.40
H (8.5678, 17.3993, 20.1159)  0.10
C (20.5913, 18.4595, 22.1892)  -0.64
H (14.6744, 14.1716, 11.0440)  0.10
H (11.7182, 18.6140, 15.6258)  0.07
O (8.9783, 18.1368, 18.2392)  0.03
C (16.5806, 14.8735, 11.6717)  -0.06
H (13.2282, 10.4553, 23.7407)  0.11
H (18.2675, 18.9292, 20.0572)  0.07
H (9.5188, 11.7443, 14.1507)  0.13
N (12.9572, 18.7904, 20.7948)  -0.39
O (16.3095, 12.4471, 18.6305)  0.07
O (9.7681, 18.6506, 16.2638)  0.00
C (18.6960, 19.1875, 21.0460)  -0.19
H (22.0720, 14.7122, 19.1790)  0.10
H (11.5933, 14.0800, 21.1424)  0.10
O (8.9004, 14.8470, 20.1289)  0.06
H (15.9701, 15.0638, 23.8950)  0.09
C (19.5629, 19.9898, 16.4376)  0.06
N (9.8378, 14.0913, 20.2438)  -0.44
H (19.7171, 19.6157, 15.4472)  0.09
H (17.7571, 10.3143, 20.0070)  0.08
H (10.2721, 17.6637, 19.7388)  0.10
N (20.7295, 15.3003, 17.6241)  -0.45
H (11.1581, 8.6251, 12.3207)  0.10
C (13.9862, 15.8836, 17.4817)  -0.59
C (12.6070, 9.8804, 11.2250)  0.01
H (17.1334, 17.3937, 19.6681)  0.07
N (14.4509, 17.9937, 13.5147)  -0.32
H (14.8913, 21.4766, 15.9179)  0.10
H (12.0701, 9.1465, 14.4711)  0.09
C (14.2870, 11.0148, 12.6468)  -0.01
O (10.6007, 12.9062, 12.2025)  0.08
H (14.7820, 19.3573, 20.0030)  0.10
O (12.5697, 17.6320, 20.9693)  0.03
O (17.9608, 12.8617, 19.9664)  0.05
H (13.4106, 16.0552, 12.1204)  0.10
C (15.2047, 16.9296, 12.8849)  -0.18
C (8.8934, 12.7602, 15.9251)  -0.06
H (14.4943, 19.8872, 16.7054)  0.09
H (10.5356, 19.0979, 14.4157)  0.11
H (20.4102, 19.8601, 17.1335)  0.12
H (14.3835, 16.1007, 22.0886)  0.11
O (12.7628, 15.9495, 17.6416)  0.08
C (12.5530, 11.0298, 23.0882)  -0.06
C (14.7171, 15.0577, 22.0964)  -0.14
C (12.5447, 9.6120, 13.6467)  -0.06
O (13.2523, 18.0008, 13.5007)  0.09
C (12.0312, 9.2582, 12.3840)  -0.05
C (13.6890, 12.9798, 22.5419)  -0.65
O (14.4081, 12.4133, 21.7753)  0.11
H (15.0524, 23.1350, 22.0403)  0.09
H (10.9836, 15.7342, 20.6621)  0.07
H (18.3311, 19.9515, 22.9402)  0.09
H (16.2618, 13.6826, 22.7592)  0.08
O (15.1596, 18.9122, 13.9755)  0.05
C (17.5580, 14.3265, 15.4963)  0.06

Values from the calculation:
HOMO-LUMO gap in eV: 9.2
Molar mass in u: 1256.10
LUMO level in eV: -0.6
DFT total energy in eV: -127764.75016
2S+1: 1

=====

C11H18ClP | ωB97M-V/def2-TZVPD

Last column: Löwdin charge in e.
Cartesian coordinates (Å):
H (-2.5125, -0.0661, -2.6291)  0.08
H (-3.3862, 1.7112, -0.4699)  0.08
H (-0.7632, 0.5508, -2.6193)  0.09
H (-1.9289, 1.7004, -2.6317)  0.05
C (2.4717, 0.3923, 0.8818)  -0.37
C (-1.6178, -0.9672, -0.6070)  -0.11
H (-1.8270, -3.7064, 0.5465)  0.06
H (3.6444, 2.0520, 0.2836)  0.08
C (-1.8186, 0.7202, -2.3461)  -0.02
H (-3.1172, 0.9036, 0.8802)  0.04
H (4.2201, 1.2674, 1.8554)  0.09
H (-0.8841, 2.4524, -0.3288)  0.12
C (3.8268, 1.1201, 0.8089)  -0.09
C (2.0448, -0.4299, -0.0394)  -0.69
C (-0.8135, -3.5424, -0.0037)  -0.31
H (4.6595, 0.6096, 0.2808)  0.06
C (-1.8001, 0.4718, -0.8009)  -0.73
Cl (3.0161, -0.2672, -1.6169)  0.57
C (-0.7506, 1.3195, -0.1564)  -0.09
H (-4.0125, 0.0679, -0.4221)  0.13
C (1.5777, 0.5388, 2.0974)  -0.07
P (-0.4073, -1.7890, 0.2476)  0.82
H (2.0960, 0.4045, 3.1982)  0.14
H (0.6787, -0.2128, 2.1059)  0.07
C (-3.1268, 0.7382, -0.1077)  -0.06
H (1.1140, 1.4759, 2.0999)  0.04
H (-1.0079, -4.0617, -1.0234)  0.08
H (0.2708, 1.1241, -0.6704)  0.11
H (-0.9135, 1.0583, 0.8566)  0.05
C (1.1412, -1.4528, -0.2015)  -0.24
H (-0.0739, -4.1838, 0.5314)  0.03

Values from the calculation:
HOMO-LUMO gap (spin up / spin down) in eV: 6.5 / 6.4
Molar mass in u: 216.69
LUMO level (spin up / spin down) in eV: -1.2 / -1.3
DFT total energy in eV: -33501.74054
2S+1: 1
Relative energy (zero: lowest compared OMol25 entry of this formula, charge and spin) in kJ/mol: 340.0